{"formula": "C6H15PS2", "method": "ωB97M-V/def2-TZVPD", "species": ["C", "C", "C", "C", "C", "C", "P", "S", "S", "H", "H", "H", "H", "H", "H", "H", "H", "H", "H", "H", "H", "H", "H", "H"], "positions_angstrom": [[2.1276, 1.1984, 1.2706], [-1.4985, -1.6546, 2.4124], [-0.2386, 0.0594, -1.8530], [1.7474, 0.8688, -0.1848], [-1.6443, -1.4482, 0.8161], [0.3131, 0.2175, -0.4176], [0.1292, -1.4125, 0.3953], [0.5061, -2.8956, -0.8741], [-0.9563, 2.9866, -3.4609], [2.4456, 0.2238, 1.7088], [2.8976, 1.8834, 1.3113], [1.2235, 1.5128, 1.7408], [-2.3941, -2.0183, 2.8644], [-0.7186, -2.2942, 2.7431], [-1.3191, -0.6638, 2.8213], [-0.5112, 1.0903, -2.1605], [0.4720, -0.3927, -2.4262], [-1.0102, -0.6255, -2.0393], [2.4394, -0.0610, -0.2815], [1.9126, 1.6896, -0.8315], [-2.1680, -0.6108, 0.4444], [-2.1979, -2.3789, 0.5046], [-0.3982, 0.9310, 0.0627], [-1.1591, 3.7944, -4.5661]], "forces_ev_per_a": [[-2.07, -2.75, -0.69], [-1.38, 2.11, -1.20], [0.24, 2.88, 1.45], [0.43, -4.09, 0.41], [0.53, -3.38, 2.44], [-0.32, 1.41, 0.79], [-0.19, -0.67, -1.23], [0.38, 0.23, 0.40], [-0.23, 0.90, -0.93], [-0.20, 0.95, 0.21], [1.51, 1.52, 0.24], [-0.38, 0.66, 0.99], [-0.87, -0.20, 0.19], [0.86, -0.64, -0.29], [0.17, 0.07, 0.39], [0.24, -1.07, -0.32], [2.53, -0.55, -1.94], [-1.79, -0.63, 0.68], [-0.60, 1.89, -1.41], [0.34, 0.52, -0.98], [-0.59, 1.16, 0.16], [0.97, 0.93, -0.35], [0.25, -0.67, 0.24], [0.15, -0.57, 0.74]], "lowdin_charge": [-0.12, -0.18, -0.17, -0.25, -0.40, -0.54, 0.51, 0.22, 0.40, 0.08, 0.04, 0.06, 0.05, 0.03, 0.06, -0.05, 0.03, 0.05, 0.12, 0.09, 0.05, 0.09, 0.11, -0.26], "homo_lumo_gap_ev": [7.12, 5.36], "energy_ha": -1375.20107, "de_lowest_ev": 3.817, "lumo_energy_ev": [-1.5070, -2.6909]}

***

{"formula": "C19H40Cl3FNO10P2Si", "method": "ωB97M-V/def2-TZVPD", "species": ["C", "C", "O", "C", "C", "O", "C", "C", "C", "F", "O", "P", "C", "P", "N", "O", "O", "O", "C", "C", "C", "O", "Si", "C", "C", "C", "C", "C", "O", "O", "C", "C", "O", "H", "H", "H", "H", "H", "H", "H", "H", "H", "H", "H", "H", "H", "H", "H", "H", "H", "H", "H", "H", "H", "H", "H", "H", "H", "H", "H", "H", "H", "H", "H", "H", "H", "H", "H", "H", "H", "H", "H", "C", "Cl", "Cl", "Cl", "H"], "positions_angstrom": [[-5.6677, -0.6395, 3.2956], [-4.2017, -1.1799, 3.3010], [-3.8650, -1.8239, 2.0966], [-3.5382, -0.8978, 1.0447], [-2.3609, -1.5022, 0.2368], [-1.3545, -0.5590, -0.0907], [-0.1014, -0.8371, 0.4965], [-0.1898, -0.6501, 2.0380], [-0.7004, 0.7246, 2.4882], [0.2926, 1.4970, 3.0713], [0.3883, -2.1263, 0.3959], [1.6852, -2.4039, -0.7361], [1.5768, -4.2396, -0.2386], [0.4082, -2.7592, -2.5692], [0.8908, -3.9813, -3.4583], [-1.1699, -3.0539, -2.1657], [0.4165, -1.4230, -3.5744], [1.6298, -0.7260, -1.1791], [0.9208, 0.1115, -0.2484], [2.0669, 0.6697, 0.6324], [3.3630, 0.9094, -0.1513], [4.2838, 1.7558, 0.5437], [3.9499, 3.3960, 0.4904], [2.8987, 4.0187, 1.9345], [5.6306, 4.2676, 0.6754], [3.1963, 4.0341, -1.1207], [0.3009, 1.1194, -1.2460], [-0.4339, 2.2604, -0.6080], [-0.0373, 2.8728, 0.2789], [-1.6784, 2.6582, -1.1324], [-1.7864, 2.4772, -2.4983], [-0.8789, 3.2035, -3.4704], [-2.5795, 1.7477, -2.9125], [-6.0669, -0.6493, 2.2829], [-6.2912, -1.3007, 3.8962], [-5.6458, 0.3673, 3.7130], [-3.4948, -0.3956, 3.5915], [-4.1627, -1.9406, 4.0860], [-4.4283, -0.8651, 0.4069], [-3.3246, 0.1050, 1.4251], [-2.0134, -2.3660, 0.7988], [-2.7849, -1.8270, -0.7037], [0.7748, -0.8384, 2.5050], [-0.8580, -1.4003, 2.4646], [-1.4395, 0.5604, 3.2803], [-1.2190, 1.2683, 1.7014], [2.6096, -2.1863, 0.3569], [2.8381, -2.5661, -1.5861], [0.7960, -4.3387, 0.5128], [2.5428, -4.5784, 0.1444], [1.2792, -4.8832, -1.0752], [1.1142, -3.6127, -4.3804], [-1.6425, -3.1949, -3.0036], [1.3309, -1.2320, -3.8223], [2.2892, -0.1325, 1.3377], [1.7580, 1.5241, 1.2391], [3.8492, -0.0617, -0.2449], [3.1838, 1.2180, -1.1845], [3.1034, 5.0877, 2.0512], [3.1747, 3.4773, 2.8412], [1.8353, 3.9051, 1.7128], [5.5349, 5.3256, 0.4308], [6.3708, 3.7961, 0.0229], [5.9849, 4.1134, 1.6991], [2.4903, 4.8274, -0.8422], [3.9302, 4.5234, -1.7650], [2.6194, 3.3125, -1.7014], [-0.2916, 0.5319, -1.9453], [1.1457, 1.5199, -1.8109], [-1.5028, 3.7576, -4.1674], [-0.3714, 2.4267, -4.0445], [-0.1104, 3.8100, -2.9891], [-3.5674, -5.2107, -0.6473], [-4.6223, -6.6268, -0.7802], [-4.4677, -3.7312, -0.9930], [-2.8282, -5.1364, 0.9495], [-2.7770, -5.3040, -1.3828]], "forces_ev_per_a": [[0.96, -0.18, 0.13], [-1.19, -0.49, 0.37], [0.63, 0.68, 0.32], [-0.05, -0.89, -0.24], [-1.17, 0.58, -0.11], [0.08, -0.64, 0.14], [1.19, 0.46, 1.47], [-0.24, 1.14, -0.20], [-0.72, -0.95, 0.64], [0.24, 0.29, -0.18], [-1.19, 0.74, -1.09], [1.27, -1.02, 1.41], [-0.30, 0.11, -0.76], [0.11, -1.34, -1.13], [0.03, 0.46, 0.03], [0.22, 1.00, -0.37], [-0.69, -0.07, 0.41], [-0.60, -0.35, 0.70], [1.51, -0.31, -1.00], [-0.60, -0.11, 0.44], [0.01, -0.99, 0.15], [-0.70, 0.94, -0.51], [0.76, 0.56, 0.44], [0.14, -0.27, -0.68], [-0.35, -0.86, -0.01], [-0.34, 0.18, 0.13], [-0.35, -0.33, 0.22], [-1.34, -1.51, -3.10], [1.61, 2.39, 3.82], [0.81, -0.05, -0.58], [1.89, 1.39, 0.60], [0.61, -0.09, 0.65], [-3.19, -2.36, -1.34], [0.05, 0.24, -0.01], [-0.12, 0.19, 0.05], [-0.47, 0.01, -0.08], [0.08, 0.03, -0.33], [0.27, -0.04, -0.13], [0.11, 0.40, -0.07], [0.10, -0.07, 0.05], [0.34, 0.04, -0.19], [0.34, -0.24, -0.11], [0.06, 0.03, -0.11], [-0.06, -0.16, -0.37], [0.02, 0.14, 0.03], [0.35, 0.19, -0.09], [0.00, 0.30, -0.04], [-0.49, -0.07, -0.46], [0.18, 0.00, 0.21], [-0.05, 0.10, 0.02], [0.22, 0.11, -0.03], [0.04, -0.35, -0.03], [0.08, -0.17, 0.17], [-0.13, -0.03, 0.26], [0.08, 0.12, 0.09], [0.08, 0.06, -0.24], [0.08, 0.07, -0.05], [0.02, 0.36, 0.12], [0.04, -0.07, 0.11], [-0.17, 0.11, 0.06], [0.02, -0.13, 0.23], [0.11, 0.04, 0.15], [-0.05, 0.16, -0.10], [0.00, 0.30, -0.02], [0.01, -0.11, 0.05], [0.11, -0.28, -0.03], [0.12, -0.02, -0.01], [-0.12, 0.13, 0.08], [-0.03, 0.19, 0.08], [0.06, 0.20, 0.13], [-0.06, -0.02, 0.00], [-0.22, 0.23, -0.10], [0.12, 0.09, 0.09], [0.00, -0.02, -0.04], [-0.19, -0.25, -0.08], [-0.03, -0.03, -0.08], [0.01, 0.05, 0.04]], "lowdin_charge": [-0.06, -0.27, -0.18, -0.15, -0.18, -0.05, -0.48, -0.04, -0.18, -0.05, -0.25, 0.46, -0.25, 0.53, -0.25, -0.24, -0.25, -0.35, -0.34, -0.08, -0.23, -0.20, 0.45, -0.16, -0.17, -0.15, 0.00, -0.45, 0.18, 0.11, -0.55, 0.03, 0.18, 0.07, 0.06, 0.07, 0.09, 0.11, 0.11, 0.12, 0.10, 0.05, 0.12, 0.12, 0.10, 0.10, 0.02, 0.01, 0.02, 0.02, 0.00, -0.06, 0.06, 0.05, 0.11, 0.09, 0.11, 0.10, 0.03, 0.04, 0.01, 0.02, 0.02, 0.02, 0.03, 0.03, 0.01, 0.12, 0.13, 0.09, 0.10, 0.08, -1.52, 0.51, 0.59, 0.57, 0.01], "homo_lumo_gap_ev": 7.28, "energy_ha": -4007.87849, "charge": -1, "lumo_energy_ev": 2.4285}

***

{"formula": "C8H11NO2P", "method": "ωB97M-V/def2-TZVPD", "species": ["C", "C", "P", "O", "O", "N", "C", "C", "C", "C", "C", "C", "H", "H", "H", "H", "H", "H", "H", "H", "H", "H", "H"], "positions_angstrom": [[-2.1234, -2.5841, 1.9493], [-1.3427, -1.4877, 1.2360], [-1.3940, -1.9278, -0.6196], [-1.1653, -3.3502, -0.9862], [-2.4364, -1.1668, -1.3536], [0.5453, -1.0513, -1.0770], [0.8271, 0.2683, -1.2261], [1.9687, 0.6946, -2.0062], [2.3737, 1.9932, -2.1086], [1.5237, 2.9459, -1.5565], [0.3942, 2.5901, -0.7990], [0.0563, 1.2776, -0.6834], [-3.1985, -2.2428, 1.9625], [-1.8428, -3.6629, 1.6707], [-1.9178, -2.5381, 3.0190], [-0.2746, -1.3798, 1.4078], [-1.8308, -0.5228, 1.4501], [1.3173, -1.7604, -1.3319], [2.6414, -0.1305, -2.4221], [3.0681, 2.3059, -2.7543], [1.8724, 3.9268, -1.7683], [-0.1207, 3.4195, -0.3639], [-0.8724, 1.1406, -0.1651]], "forces_ev_per_a": [[-0.07, -0.38, 1.26], [-0.24, -0.53, -1.79], [1.45, 1.35, -0.97], [0.47, 0.24, 1.01], [0.34, 0.41, 0.53], [-0.75, -2.32, 0.40], [1.56, -0.96, -1.30], [1.02, -2.66, 0.40], [-4.24, -0.94, 1.89], [0.46, -0.06, 0.36], [2.25, 1.28, -1.58], [-1.31, 0.62, 0.80], [0.78, -1.24, -0.70], [-0.97, 1.74, -0.14], [0.33, 0.01, 0.31], [0.03, -0.35, 0.49], [0.27, -0.28, -0.50], [-1.90, 1.79, 0.30], [-1.12, 1.06, 0.41], [3.07, 0.89, -2.12], [-0.41, 1.20, 0.36], [-0.78, 0.02, 0.34], [-0.25, -0.89, 0.25]], "lowdin_charge": [-0.20, -0.32, 0.46, -0.39, -0.39, -0.04, -0.38, -0.06, -0.14, -0.14, -0.12, -0.08, 0.08, 0.09, 0.04, 0.06, 0.07, 0.09, 0.11, 0.05, 0.06, 0.08, 0.09], "homo_lumo_gap_ev": 7.37, "smiles": "CC[P@@](=O)([O-])Nc1ccccc1", "energy_ha": -858.12163, "de_lowest_ev": 0.033, "charge": -1, "lumo_energy_ev": 3.7196}

***

{"formula": "C27H63ClN9O13", "method": "ωB97M-V/def2-TZVPD", "species": ["Cl", "O", "O", "O", "O", "C", "C", "O", "N", "C", "H", "H", "H", "H", "H", "H", "H", "C", "C", "O", "N", "C", "H", "H", "H", "H", "H", "H", "H", "C", "C", "O", "N", "C", "H", "H", "H", "H", "H", "H", "H", "C", "C", "O", "N", "C", "H", "H", "H", "H", "H", "H", "H", "C", "C", "O", "N", "C", "H", "H", "H", "H", "H", "H", "H", "C", "C", "O", "N", "C", "H", "H", "H", "H", "H", "H", "H", "C", "C", "O", "N", "C", "H", "H", "H", "H", "H", "H", "H", "C", "C", "O", "N", "C", "H", "H", "H", "H", "H", "H", "H", "C", "C", "O", "N", "C", "H", "H", "H", "H", "H", "H", "H"], "positions_angstrom": [[0.6109, -0.3555, 0.3378], [1.8662, 0.0318, 0.9068], [-0.4164, 0.6137, 0.5059], [0.7696, -0.5717, -1.0900], [0.1645, -1.6007, 0.9233], [1.7512, 3.2433, 2.3811], [3.0864, 3.6720, 1.7602], [3.1926, 4.7025, 1.1261], [4.2203, 2.9381, 1.9215], [4.3355, 1.7047, 2.6972], [0.9891, 3.4600, 1.6324], [1.5722, 3.8792, 3.2481], [1.6976, 2.1822, 2.6245], [5.0843, 3.3322, 1.5778], [4.3332, 0.8070, 2.0790], [3.5627, 1.6017, 3.4589], [5.2330, 1.7924, 3.3095], [3.5878, -0.7553, 6.8083], [2.5107, -1.4222, 5.9094], [2.3983, -2.6402, 5.9177], [1.6914, -0.6374, 5.2075], [0.7803, -1.1893, 4.1526], [3.2829, -0.7943, 7.8541], [3.7830, 0.2589, 6.4599], [4.4426, -1.4227, 6.6983], [1.7982, 0.3600, 5.3257], [0.1958, -0.3985, 3.6824], [0.1593, -2.0049, 4.5231], [1.3226, -1.7436, 3.3865], [-1.6585, 3.7164, 3.0933], [-2.9982, 3.4259, 3.8185], [-3.3383, 3.8745, 4.8861], [-3.8875, 2.6324, 3.1768], [-3.6426, 1.8286, 1.9805], [-0.8377, 3.0472, 3.3515], [-1.3630, 4.7547, 3.2436], [-1.7303, 3.7353, 2.0058], [-4.7121, 2.4832, 3.7407], [-2.6341, 1.4152, 1.9843], [-3.5744, 2.4849, 1.1129], [-4.4487, 1.1479, 1.7065], [-1.2641, 3.4063, -5.7597], [-0.9733, 1.9773, -5.4502], [-0.3575, 1.3091, -6.2880], [-1.3217, 1.5044, -4.2557], [-1.1771, 0.1498, -3.8052], [-0.4652, 4.0782, -5.4463], [-2.1054, 3.8149, -5.1999], [-1.4685, 3.6493, -6.8024], [-1.9833, 2.1156, -3.7988], [-1.8046, -0.4582, -4.4569], [-1.6560, 0.0402, -2.8321], [-0.1432, -0.1949, -3.8188], [4.1447, -2.8240, -1.4782], [4.3202, -4.2400, -0.9637], [5.3589, -4.9263, -1.1899], [3.3016, -4.8447, -0.3410], [1.9769, -4.3362, -0.0846], [5.1273, -2.3649, -1.3698], [3.5014, -2.2591, -0.8035], [3.7714, -2.8174, -2.5023], [3.5184, -5.7945, -0.0749], [1.2265, -5.0084, -0.5004], [1.6962, -3.3400, -0.4266], [1.8569, -4.2449, 0.9950], [-6.0008, -3.9163, 1.2201], [-4.9061, -3.6671, 2.3046], [-4.6803, -4.4862, 3.2144], [-4.1962, -2.5713, 2.1765], [-3.1218, -2.1673, 2.9610], [-6.6360, -4.7328, 1.5636], [-5.6867, -4.3493, 0.2703], [-6.6760, -3.0962, 0.9760], [-4.1839, -2.0890, 1.2892], [-2.1488, -2.5042, 2.6036], [-3.2483, -2.5301, 3.9810], [-3.0736, -1.0787, 2.9885], [4.1246, 1.3726, -1.2665], [4.0363, 0.9969, -2.7705], [4.9393, 1.4341, -3.5027], [3.0386, 0.1831, -3.0730], [2.7114, -0.3391, -4.3693], [3.1853, 1.8001, -0.9156], [4.7654, 2.1901, -0.9363], [4.2494, 0.5002, -0.6250], [2.3898, -0.0752, -2.3433], [2.4386, -1.3790, -4.1899], [3.5560, -0.3695, -5.0577], [1.8359, 0.1623, -4.7819], [0.1191, 3.3415, -1.5592], [-1.1515, 4.1140, -1.9726], [-2.3038, 3.7032, -1.7874], [-0.8991, 5.2279, -2.6500], [-1.9720, 6.1348, -3.2191], [-0.0920, 2.2726, -1.5904], [0.3293, 3.5391, -0.5081], [0.9254, 3.7208, -2.1870], [0.0127, 5.3564, -3.0649], [-2.2217, 7.0482, -2.6792], [-2.8857, 5.5416, -3.1820], [-1.8650, 6.4204, -4.2656], [-3.4851, -5.6414, -3.4222], [-3.1949, -5.0805, -2.0621], [-3.5923, -5.5508, -1.0117], [-2.3741, -4.0135, -2.1370], [-1.9957, -3.1864, -0.9315], [-2.5876, -6.1311, -3.8002], [-3.8270, -4.8689, -4.1110], [-4.1617, -6.4948, -3.3761], [-2.0689, -3.7620, -3.0663], [-1.5214, -2.3127, -1.3785], [-1.3321, -3.7188, -0.2502], [-2.8285, -2.9292, -0.2770]], "forces_ev_per_a": [[-0.50, -1.77, -0.81], [0.20, 0.49, 0.34], [-0.38, 1.26, 0.62], [0.46, 0.02, -0.39], [0.22, -0.01, 0.25], [0.67, -0.08, -0.57], [0.60, 0.05, -0.11], [-0.67, 0.80, -0.34], [-0.56, -1.31, 1.05], [0.21, 0.40, 0.39], [0.03, 0.01, 0.12], [-0.01, -0.10, 0.06], [-0.01, 0.12, 0.05], [-0.40, 0.15, -0.16], [0.11, 0.03, 0.03], [-0.30, 0.14, -0.35], [0.31, -0.34, -0.27], [-0.80, -0.57, -0.99], [0.39, -0.90, 1.44], [0.19, 0.10, -0.30], [-0.86, 0.46, -1.25], [0.64, -0.38, 0.47], [-0.12, 0.18, -0.11], [0.27, 0.01, 0.31], [0.18, 0.36, 0.02], [-0.16, -0.22, -0.33], [0.11, -0.07, 0.21], [-0.34, 0.48, 0.62], [0.49, 0.58, -0.15], [-0.50, 0.67, -0.26], [0.42, -0.36, -1.18], [0.58, 0.92, 1.10], [-0.27, -0.90, -0.57], [0.62, 1.28, -0.73], [-0.24, -0.03, 0.24], [0.05, -0.09, 0.83], [-0.40, -0.68, -0.11], [0.05, -0.14, -0.20], [-0.28, -0.77, 0.28], [-0.20, 0.28, -0.19], [0.21, -0.23, 0.71], [-0.83, 1.61, 0.51], [1.58, -0.97, -2.11], [-0.33, 0.04, 0.61], [-0.77, 1.47, 0.77], [-0.86, -0.47, -0.37], [0.46, -0.34, -0.04], [-0.32, -0.23, 0.18], [0.21, -0.65, -0.05], [0.13, -0.28, 0.63], [0.34, -0.50, -0.27], [0.55, 0.25, 0.21], [-0.21, 0.08, 0.14], [0.46, -0.17, 1.22], [2.02, -1.79, -1.37], [-1.66, 1.78, 0.48], [-0.25, 0.50, -0.20], [-0.66, -0.01, 0.87], [0.00, 0.02, -0.58], [-0.30, 0.05, -0.30], [0.12, 0.07, 0.11], [-0.14, 0.09, 0.01], [-0.05, -0.13, 0.15], [0.75, -0.03, -0.48], [-0.38, -0.26, 0.11], [-0.35, -0.75, 0.46], [-0.84, -3.18, 0.35], [-0.75, 1.15, -1.13], [-0.19, 1.88, -2.24], [1.62, 0.44, 1.94], [-0.01, 0.14, 0.53], [0.94, 0.35, 0.01], [0.32, 0.38, 0.28], [-0.71, -0.22, -0.04], [0.07, -0.22, -0.14], [0.03, -0.01, -0.05], [-0.05, 0.06, 0.04], [-1.36, 0.17, 0.35], [2.98, 1.91, 1.44], [-1.47, -0.84, -0.20], [-0.50, -0.20, -0.11], [-0.13, -0.74, -0.04], [-0.62, -0.32, -0.19], [0.79, -0.40, -0.88], [0.23, -0.11, -0.12], [0.01, 0.16, 0.29], [-0.18, -0.18, -0.25], [-0.05, 0.47, 0.15], [0.21, 0.13, -0.37], [-1.23, 0.61, 0.10], [-0.63, -2.11, 0.34], [0.84, 0.32, 0.24], [-0.50, 3.30, -1.98], [-0.44, -1.49, 0.46], [0.27, 0.05, -0.42], [0.12, 0.27, -0.05], [0.29, -0.60, 0.20], [-0.03, -0.02, 0.51], [0.69, -0.11, 0.48], [-0.04, -0.06, 0.03], [0.74, -0.30, 0.02], [-0.15, -1.13, -0.29], [0.35, -0.08, 0.15], [-0.26, 0.09, 0.02], [-0.02, 0.79, 1.44], [0.13, -0.73, -1.30], [0.34, 0.42, -0.20], [-0.01, -0.19, -0.06], [-0.45, 0.43, 0.18], [0.10, 0.34, 0.44], [0.10, 0.09, 0.64], [0.35, -0.03, -0.42], [-0.39, 0.07, -0.62]], "lowdin_charge": [0.61, -0.35, -0.35, -0.39, -0.37, 0.00, -0.54, 0.02, 0.02, -0.08, 0.06, 0.09, 0.05, 0.14, 0.07, 0.06, 0.08, 0.00, -0.57, 0.03, 0.02, -0.04, 0.08, 0.06, 0.08, 0.12, 0.08, 0.08, 0.07, 0.01, -0.54, 0.03, 0.01, -0.08, 0.07, 0.08, 0.07, 0.13, 0.06, 0.07, 0.08, -0.01, -0.56, 0.02, 0.02, -0.06, 0.08, 0.07, 0.09, 0.12, 0.09, 0.09, 0.07, 0.01, -0.52, -0.04, 0.01, -0.08, 0.09, 0.06, 0.09, 0.14, 0.08, 0.06, 0.09, 0.00, -0.52, 0.02, -0.02, -0.09, 0.07, 0.06, 0.07, 0.13, 0.09, 0.10, 0.08, -0.01, -0.53, 0.00, 0.02, -0.06, 0.06, 0.07, 0.06, 0.09, 0.08, 0.09, 0.07, 0.03, -0.56, 0.00, 0.02, -0.05, 0.06, 0.07, 0.08, 0.12, 0.07, 0.07, 0.07, -0.02, -0.59, 0.05, 0.02, -0.02, 0.08, 0.08, 0.08, 0.12, 0.07, 0.08, 0.06], "homo_lumo_gap_ev": 9.16, "energy_ha": -2997.63688, "de_lowest_ev": 2.252, "charge": -1, "lumo_energy_ev": 2.0020}

***

Q: Number 2 is which compound?
A: C19H40Cl3FNO10P2Si